(1)
{
  "formula": "C3H12N3O",
  "method": "ωB97M-V/def2-TZVPD",
  "homo_ha": -0.4903,
  "multiplicity": 1,
  "total_charge": 1,
  "energy_ha": -360.74540,
  "relative_energy_kj_mol": 234.5,
  "gap_ev": 9.44,
  "elements": ["C", "N", "C", "O", "H", "H", "H", "H", "H", "H", "H", "N", "C", "N", "H", "H", "H", "H", "H"],
  "coordinates": [[0.9256, -1.7447, -0.4200], [0.2812, -0.9150, 0.5954], [1.2482, -0.0838, 1.2186], [0.6332, 0.7572, 2.1649], [1.3451, -1.1183, -1.2050], [0.0978, -2.3583, -0.8875], [1.6374, -2.4136, 0.0666], [-0.1905, -1.4775, 1.3066], [1.9471, -0.7236, 1.6944], [1.7374, 0.5284, 0.4270], [-0.3337, 0.7206, 1.9702], [-2.2463, 0.8577, -0.4680], [-1.0920, 0.7324, -1.1410], [-0.1993, 1.6974, -1.2400], [-2.3851, 1.7158, 0.0607], [-3.0191, 0.2670, -0.6606], [-0.8851, -0.2601, -1.5805], [0.7471, 1.3253, -1.3118], [-0.2490, 2.4930, -0.5900]],
  "forces_ev_per_a": [[-2.01, -1.10, 0.10], [-0.97, 0.10, -0.76], [-0.39, 1.03, -0.17], [-1.03, -0.05, -0.24], [0.39, -0.09, 0.07], [1.11, 0.38, 0.35], [0.36, -0.03, -0.59], [0.28, -0.04, -0.31], [1.30, -0.10, 0.79], [0.08, -0.34, 0.41], [1.07, 0.12, 0.34], [2.11, 1.26, -0.88], [-1.52, -0.88, 1.14], [0.58, -0.45, 1.11], [-0.39, -0.31, -0.25], [-0.54, -0.59, 0.05], [-0.18, 0.95, -0.11], [-0.11, 0.45, -0.49], [-0.14, -0.30, -0.58]]
}

(2)
{
  "formula": "C29H36N4O4",
  "method": "ωB97M-V/def2-TZVPD",
  "homo_ha": -0.2776,
  "multiplicity": 1,
  "total_charge": 0,
  "energy_ha": -1646.73818,
  "relative_energy_kj_mol": 11.5,
  "gap_ev": 8.05,
  "elements": ["C", "C", "H", "H", "O", "C", "O", "N", "C", "H", "C", "H", "H", "C", "N", "C", "O", "C", "C", "C", "C", "C", "C", "C", "H", "H", "H", "H", "H", "C", "O", "N", "C", "H", "C", "N", "C", "C", "C", "C", "C", "C", "C", "H", "H", "H", "C", "H", "H", "H", "H", "H", "H", "C", "C", "H", "H", "H", "H", "H", "H", "H", "C", "H", "C", "H", "H", "H", "H", "H", "H", "H", "H"],
  "coordinates": [[-7.8875, -3.9287, -0.1053], [-8.2502, -2.5141, -0.5349], [-8.8955, -2.0475, 0.2164], [-8.7481, -2.5129, -1.5070], [-7.0902, -1.7051, -0.7180], [-6.5624, -1.1720, 0.4084], [-7.0221, -1.3240, 1.5169], [-5.4712, -0.4231, 0.1348], [-4.9135, -0.3322, -1.2015], [-5.7251, -0.1322, -1.9059], [-3.8779, 0.7823, -1.2527], [-3.5080, 0.8931, -2.2720], [-4.3550, 1.7201, -0.9658], [-2.7055, 0.4726, -0.3084], [-1.8975, 1.6443, -0.0645], [-0.6044, 1.7264, -0.4889], [-0.0098, 0.8463, -1.0790], [-0.1142, 3.0473, -0.0464], [1.1261, 3.6459, -0.2316], [1.3145, 4.9124, 0.3111], [0.3039, 5.5438, 1.0207], [-0.9368, 4.9451, 1.1943], [-1.1344, 3.6930, 0.6500], [-2.3481, 2.8158, 0.6516], [-3.1865, 3.3037, 0.1405], [-2.6699, 2.5630, 1.6687], [-1.7233, 5.4500, 1.7347], [0.4825, 6.5244, 1.4356], [2.2626, 5.4090, 0.1692], [2.1609, 3.0258, -1.1279], [2.2591, 3.4022, -2.2818], [2.9698, 2.1033, -0.5770], [3.8969, 1.3640, -1.4062], [3.8790, 1.8060, -2.4031], [3.4653, -0.1081, -1.4528], [3.4265, -0.6795, -0.1208], [4.5912, -1.2713, 0.3878], [5.2384, -0.7865, 1.5237], [6.3843, -1.3940, 1.9983], [6.9128, -2.4853, 1.3382], [6.2630, -3.0168, 0.2315], [5.0826, -2.4353, -0.2297], [4.3172, -3.0965, -1.3393], [3.2943, -2.7330, -1.3609], [4.7774, -2.9152, -2.3114], [4.2976, -4.1736, -1.1832], [6.8272, -4.2336, -0.4408], [6.1874, -5.0997, -0.2694], [6.9044, -4.0835, -1.5163], [7.8157, -4.4603, -0.0492], [7.8250, -2.9419, 1.6935], [6.8752, -1.0003, 2.8766], [4.8520, 0.0745, 2.0463], [2.5586, 0.0889, 0.7389], [2.8857, 1.5966, 0.7699], [2.1146, 2.1330, 1.3252], [3.8532, 1.7710, 1.2571], [2.5835, -0.3245, 1.7482], [1.5460, -0.0186, 0.3346], [4.1585, -0.6636, -2.0803], [2.4569, -0.1597, -1.8770], [4.9045, 1.4467, -0.9811], [-3.2153, -0.1707, 0.9969], [-3.0873, -1.2521, 0.9391], [-4.6932, 0.1253, 1.2261], [-4.8676, 1.2050, 1.3055], [-5.0519, -0.3433, 2.1453], [-2.6258, 0.1828, 1.8433], [-2.0211, -0.2234, -0.8081], [-4.4514, -1.2866, -1.4856], [-7.2074, -4.3787, -0.8247], [-8.7882, -4.5323, -0.0404], [-7.4083, -3.9038, 0.8702]],
  "forces_ev_per_a": [[0.07, 0.41, -0.09], [-0.38, -0.32, 0.24], [0.06, -0.04, -0.19], [0.04, 0.04, 0.13], [0.32, 0.14, -0.01], [-0.06, 0.11, -0.11], [-0.28, -0.20, 0.28], [0.06, 0.03, -0.12], [-0.05, 0.04, -0.44], [0.19, -0.06, 0.02], [0.11, -0.23, 0.08], [-0.02, 0.05, 0.01], [-0.03, 0.08, -0.02], [-0.01, -0.24, -0.13], [-0.09, 0.06, -0.04], [-0.10, -0.18, 0.01], [0.23, -0.05, -0.25], [0.04, 0.58, 0.29], [-0.41, 0.08, -0.11], [0.12, -0.20, -0.09], [-0.10, 0.01, 0.05], [-0.02, -0.01, 0.00], [0.39, -0.22, -0.23], [-0.27, 0.07, 0.11], [0.02, -0.03, 0.07], [0.00, 0.03, -0.05], [-0.07, 0.07, 0.06], [0.02, 0.08, 0.03], [0.09, 0.06, -0.03], [0.13, 0.13, 0.07], [-0.13, 0.11, -0.19], [0.18, -0.08, 0.03], [0.04, -0.21, -0.44], [0.08, -0.04, 0.11], [0.15, 0.34, -0.16], [-0.19, -0.16, 0.04], [0.19, -0.17, 0.12], [-0.08, 0.09, 0.02], [0.05, -0.02, 0.05], [0.00, 0.00, 0.03], [0.11, 0.09, 0.09], [-0.02, 0.08, -0.03], [0.04, 0.01, 0.07], [-0.06, 0.00, -0.06], [-0.03, -0.02, -0.13], [-0.01, -0.08, -0.06], [-0.04, 0.03, 0.04], [-0.01, -0.10, -0.06], [0.02, -0.07, -0.09], [0.05, -0.04, 0.00], [0.09, -0.06, 0.02], [0.04, 0.04, 0.06], [-0.05, 0.09, -0.01], [-0.18, 0.25, 0.23], [-0.11, -0.32, 0.37], [0.11, -0.05, 0.00], [-0.12, 0.02, 0.03], [-0.01, 0.01, -0.01], [0.09, 0.05, 0.17], [-0.04, -0.04, -0.03], [0.08, -0.01, -0.09], [-0.03, 0.00, -0.05], [-0.15, 0.11, -0.05], [0.02, -0.03, 0.05], [0.05, -0.11, 0.40], [0.02, -0.03, 0.08], [0.06, 0.16, -0.11], [0.04, -0.04, 0.02], [-0.16, 0.12, 0.08], [-0.03, 0.06, -0.08], [0.03, -0.08, -0.07], [-0.09, -0.11, 0.01], [0.01, -0.04, 0.07]]
}

(3)
{
  "formula": "C8H36O12",
  "method": "ωB97M-V/def2-TZVPD",
  "homo_ha": -0.3244,
  "multiplicity": 1,
  "total_charge": 0,
  "energy_ha": -1229.12143,
  "relative_energy_kj_mol": 484.3,
  "gap_ev": 8.97,
  "elements": ["C", "C", "C", "C", "C", "C", "C", "C", "H", "H", "H", "H", "H", "H", "H", "H", "H", "H", "H", "H", "H", "H", "O", "H", "H", "O", "H", "H", "O", "H", "H", "O", "H", "H", "O", "H", "H", "O", "H", "H", "O", "H", "H", "O", "H", "H", "O", "H", "H", "O", "H", "H", "O", "H", "H", "O"],
  "coordinates": [[2.5094, 1.2586, -1.5670], [1.7460, -0.0588, -1.4044], [2.0705, -1.2127, -1.9837], [0.6792, 0.5639, 0.6495], [0.4669, 0.1828, -0.6270], [-1.7218, 1.7800, 3.4108], [-0.8815, 1.7251, 2.1776], [-0.3631, 0.6434, 1.6532], [3.3566, 1.3653, -0.8752], [1.9049, 2.2157, -1.3459], [3.0429, 1.2843, -2.5661], [1.2313, -1.9490, -1.9554], [2.8870, -1.4081, -2.6736], [1.7105, 0.6846, 0.8139], [-0.5068, -0.2373, -0.9416], [-1.1425, 2.1047, 4.2442], [-2.7506, 2.2383, 3.3862], [-1.8579, 0.7299, 3.6883], [-0.5335, 2.7203, 1.8308], [-0.5038, -0.3300, 2.1729], [0.5876, 3.5601, -3.7034], [1.3666, 3.7980, -2.4905], [0.5122, 4.0640, -2.8467], [-0.7783, -2.0646, -4.1574], [-1.8182, -1.0517, -3.8314], [-1.5176, -1.6237, -4.5515], [2.1888, -0.9929, 2.0301], [1.9765, -1.4181, 3.4870], [1.5059, -0.9780, 2.7752], [-0.1766, -1.9590, 2.6820], [0.3889, -3.3952, 2.9272], [-0.3161, -2.7909, 3.1026], [-1.2469, -1.4993, 0.4332], [-1.9070, -2.7987, -0.1699], [-1.1904, -2.4748, 0.4328], [-2.4808, 3.5046, -0.8369], [-1.5886, 3.3515, -2.0914], [-2.2688, 2.9729, -1.5944], [-2.5198, 1.3640, -2.8531], [-2.5366, 0.5602, -1.7073], [-1.8952, 0.7421, -2.4343], [2.8233, 3.0477, 1.9504], [4.0322, 2.3221, 1.4283], [3.1009, 2.5103, 1.2102], [-3.5507, -2.7222, 1.2445], [-3.3096, -1.8934, -0.0117], [-3.6107, -2.7362, 0.3079], [-2.6840, 1.1883, 0.8426], [-3.9443, 0.2536, 0.7458], [-3.0060, 0.2731, 0.9432], [0.7080, -4.0942, -0.3940], [0.3360, -4.7790, -1.5146], [1.1062, -4.2367, -1.2786], [2.9276, -1.3105, 0.0205], [3.9598, -1.9104, 0.9897], [3.4821, -1.0842, 0.8267]],
  "forces_ev_per_a": [[1.18, 0.83, -0.47], [-0.83, 2.13, -0.76], [-2.01, -0.56, -0.33], [-1.21, -0.34, -2.89], [0.47, -1.59, 1.23], [-1.17, -1.76, -0.08], [0.13, 2.56, 0.28], [0.69, -1.36, 1.25], [-0.32, -0.32, 0.12], [0.65, -1.84, -0.62], [-0.93, 0.15, 0.81], [1.23, 0.12, 0.13], [0.08, 0.26, 0.35], [0.93, 0.77, 1.19], [0.85, 0.64, -0.21], [0.35, 1.05, 0.58], [1.25, -0.11, -0.20], [-0.50, -0.07, -0.02], [-0.23, -0.64, -0.24], [-0.60, 1.00, -0.50], [-0.61, 0.85, 0.99], [0.02, 0.24, 0.60], [0.40, -1.10, -1.64], [0.76, -0.50, 0.19], [-0.04, 0.27, -0.10], [-0.66, 0.38, 0.00], [-0.87, 0.16, 1.00], [-0.16, -0.07, 0.27], [1.80, 0.12, -0.95], [0.87, 0.26, -0.53], [0.65, 0.01, -0.49], [-1.84, -1.11, 1.58], [0.04, -0.70, -0.04], [1.09, 0.28, 1.00], [0.50, 0.20, -1.04], [0.18, 0.73, 0.17], [2.03, 1.21, -0.84], [-2.34, -0.88, 1.19], [0.89, 0.02, -0.46], [1.22, -0.26, -0.02], [-2.06, -0.87, -0.14], [-0.32, 0.21, 0.28], [-0.50, -0.04, -0.25], [0.93, -0.03, 0.14], [0.39, 0.17, 1.28], [-0.19, 0.74, 0.26], [-1.84, -0.81, -1.68], [-0.15, -0.55, 0.04], [-0.29, 0.24, 0.01], [-0.04, -0.02, -0.43], [0.99, 0.89, 0.05], [0.47, -0.23, -1.16], [-1.57, -0.64, 1.15], [0.68, 0.51, 0.78], [0.03, 0.22, 0.05], [-0.49, -0.85, -0.89]]
}